22
Properties=species:S:1:pos:R:3 method="wB97M-V/def2-TZVPD" e_tot_ev=-19656.4687 e_above_lowest_ev=3.005 charge=0
B -2.3213 -0.9917 -0.3769
C 0.2586 1.7047 -0.1765
C -0.2865 1.7598 -1.5161
C 0.4300 0.6621 0.6180
C -0.8400 0.7169 -2.1338
C -0.7791 -1.1971 -0.7335
C 0.3286 -0.7541 0.1786
C 2.5326 -1.1581 0.7927
O -3.0766 -1.7961 -1.2506
O -2.7793 -0.0461 0.4482
O 1.5212 -1.3231 -0.1779
F -1.5269 0.5517 -3.1936
F -0.0704 -1.4016 1.5063
H 0.4241 2.6977 0.2581
H -0.1242 2.5591 -2.2990
H 0.6446 0.8212 1.6335
H -0.5014 -1.8205 -1.5180
H 2.6094 -0.1006 1.1229
H 3.5492 -1.3593 0.5520
H 2.4110 -1.8989 1.6006
H -3.9384 -1.3977 -1.4946
H -3.6686 -0.1852 0.8319

23
Properties=species:S:1:pos:R:3 method="wB97M-V/def2-TZVPD" e_tot_ev=-31477.6579 e_above_lowest_ev=0.995 charge=+2
O 3.5191 0.9595 -2.2343
C 3.0023 0.1913 -1.5640
Cd 1.0951 -1.5018 -0.5695
O 4.9233 -0.0719 3.0180
C 4.2528 -0.4687 2.1639
C 2.0360 -3.1100 -1.7338
O 2.2780 -4.0159 -2.4060
C 1.0069 -2.4302 1.3552
O 0.6111 -3.0986 2.1923
C -1.9372 -0.6257 -0.6070
P -1.1957 0.8626 0.0697
C -1.2530 2.2063 -1.1319
C -1.9638 1.3630 1.6225
O 0.2525 0.5080 0.3914
H -1.4482 -0.8690 -1.5660
H -2.9684 -0.2752 -0.6967
H -1.8160 -1.4331 0.1283
H -2.2859 2.3746 -1.4315
H -0.8756 3.1749 -0.8151
H -0.7385 1.9464 -2.0625
H -1.8617 0.5569 2.3586
H -1.6029 2.2761 2.0782
H -3.0301 1.4805 1.4400

17
Properties=species:S:1:pos:R:3 method="wB97M-V/def2-TZVPD" e_tot_ev=-19921.7882 e_above_lowest_ev=4.868 charge=0
C 2.8802 -0.1884 -0.8375
C 1.9834 -0.5368 -0.0934
C -0.1648 1.0005 1.3595
C 0.7287 -0.8395 0.3783
C -0.4605 0.1673 0.1277
C -1.6834 -0.7461 0.2386
C -0.4636 0.8588 -1.2429
Cl 0.6868 -1.9577 1.6884
H 3.6500 0.2438 -1.3454
H -0.3146 0.4556 2.3094
H 0.5253 1.7546 1.4514
H -1.6534 -1.2016 1.2741
H -1.6808 -1.6650 -0.2978
H -2.6106 -0.3547 -0.2162
H 0.3793 1.5638 -1.2077
H -1.4306 1.3437 -1.5250
H -0.3713 0.1019 -2.0613

22
Properties=species:S:1:pos:R:3 method="wB97M-V/def2-TZVPD" e_tot_ev=-37828.9300 e_above_lowest_ev=7.216 charge=0
C 2.5354 0.8971 0.7409
C 1.5030 1.1662 1.4770
C 1.3450 0.5167 -1.3049
C 2.4718 0.0684 -0.5478
C -0.6586 0.7531 0.0166
C -1.7652 -1.8782 -0.7719
C -2.0099 -1.5852 0.6918
N 0.1465 0.9124 -1.0198
N -1.4917 1.8602 0.2005
O -2.3796 1.7978 1.0087
O -1.1191 2.9012 -0.2797
S -0.6535 -0.4737 1.2571
Cl 2.5168 -1.6721 -0.0176
H 3.4965 1.2337 0.9476
H 0.9216 1.5501 2.3329
H 1.6789 0.8428 -2.2871
H 3.4171 0.2521 -1.1498
H -2.1694 -0.8682 -1.3139
H -0.7318 -1.9484 -0.9973
H -2.1906 -2.7917 -1.1933
H -1.9518 -2.5173 1.3752
H -2.9114 -1.0169 0.8350

26
Properties=species:S:1:pos:R:3 method="wB97M-V/def2-TZVPD" e_tot_ev=-61631.1501 smiles="O=P(O)(O)C(Sc1ccc(Cl)cc1)P(=O)(O)O" charge=0
O -2.6157 1.2832 2.8025
P -2.5939 1.1737 1.3414
O -3.5549 0.0557 0.7917
H -3.5444 -0.0668 -0.1607
O -3.0920 2.5100 0.6065
H -3.2448 3.2101 1.2411
C -0.9216 0.8988 0.6381
P -0.1654 -0.4309 1.6591
O 1.1405 -0.9548 1.2817
O -1.3446 -1.5160 1.5594
H -0.9809 -2.4035 1.5756
O -0.2070 0.1378 3.1284
H -1.0853 0.4965 3.3615
H -0.3444 1.8204 0.7301
S -1.0721 0.3997 -1.0982
C 0.6000 -0.1069 -1.4414
C 1.6584 0.7582 -1.2148
C 2.9495 0.3409 -1.4709
C 3.1676 -0.9322 -1.9749
C 2.1090 -1.7899 -2.2299
C 0.8198 -1.3736 -1.9589
H -0.0167 -2.0307 -2.1386
H 2.2939 -2.7772 -2.6224
Cl 4.7783 -1.4528 -2.2947
H 3.7828 0.9983 -1.2803
H 1.4839 1.7519 -0.8315

17
Properties=species:S:1:pos:R:3 method="wB97M-V/def2-TZVPD" e_tot_ev=-10118.9045 smiles="C[C@@H]1C=C2C[C@@]2(F)C1" e_above_lowest_ev=2.526 charge=0
C 0.3298 -1.2485 -0.5447
C -0.9769 -1.1265 -0.6125
C -2.1891 -0.7811 0.1434
C -0.0291 0.4723 1.0784
C 1.0828 -0.1510 0.1853
C -1.3030 0.3865 0.2979
C 1.7066 0.8670 -0.7664
F -1.5968 1.4737 -0.4759
H 0.8777 -2.0332 -1.0403
H -3.1041 -0.6016 -0.4094
H -2.3351 -1.4274 1.0024
H -0.1098 -0.1147 1.9940
H 0.1858 1.5086 1.3324
H 1.8765 -0.5771 0.8083
H 0.9781 1.1847 -1.5082
H 2.5624 0.4348 -1.2801
H 2.0442 1.7334 -0.2048

17
Properties=species:S:1:pos:R:3 method="wB97M-V/def2-TZVPD" e_tot_ev=-10120.0888 smiles="C[C@@]1(F)[C@@H]2C=C[C@H]1C2" e_above_lowest_ev=1.342 charge=0
C -2.0697 0.0742 0.0134
C -0.6186 -0.5060 -0.0305
C 0.3889 0.1255 -1.0655
C 0.5453 1.2209 -0.0366
C 0.3621 0.0672 1.0134
C 1.6108 -0.7632 0.7016
C 1.6330 -0.7308 -0.6195
H -2.5642 -0.2595 0.9922
H -2.7274 -0.3621 -0.7793
H -2.0033 1.1504 0.0520
H 0.2647 0.3140 -2.1030
H 1.4572 1.7880 -0.1188
H -0.2993 1.9004 -0.0660
H 0.0147 0.2841 2.0199
H 2.2980 -1.2331 1.4209
H 2.4428 -1.1912 -1.2803
F -0.7348 -1.8790 -0.1141

18
Properties=species:S:1:pos:R:3 method="wB97M-V/def2-TZVPD" e_tot_ev=-16982.3683 e_above_lowest_ev=0.644 charge=+1
C -1.8965 -2.5191 1.7742
C -1.0100 -1.8108 0.7522
C -1.0750 -0.2301 0.7892
C 0.9246 -1.2100 -0.8790
C 1.1119 0.2346 -0.1302
C 0.0219 -1.9351 -0.4377
C 1.1044 1.1701 -1.2642
N 0.1886 0.3152 0.8538
I -1.8146 -4.5802 1.9285
H -2.3521 -1.9056 2.4563
H -1.5417 0.1424 -0.1374
H -1.6843 0.0513 1.6205
H 1.6351 -1.2952 -1.7182
H 2.0238 0.1021 0.2679
H 0.2712 1.3301 -1.7618
H 1.6921 0.8460 -2.1159
H 1.5010 2.0319 -0.9013
H 0.5543 0.1900 1.7995

Question: Which of these has the highest charge?
Answer: C7H9CdO5P